122
Properties=species:S:1:pos:R:3:forces:R:3:mulliken_charge:R:1 method="wB97M-V/def2-TZVPD" fmax_ev_per_a=1.10 homo_ha=-0.1159 spin_multiplicity=1 charge=-1 e_tot_ha=-9112.02678 lumo_ev=1.12 de_lowest_kcal_mol=57.7
Ca -1.250 -0.297 0.926 0.158 -0.085 0.179 0.778
C -3.699 -2.292 -6.007 0.122 0.088 0.026 -2.188
C -2.812 -2.635 -4.810 0.037 -0.234 0.097 1.349
C -2.059 -3.938 -5.110 -0.015 0.106 0.033 -1.534
C -3.712 -2.808 -3.580 0.236 0.028 -0.029 -1.416
N -1.799 -1.556 -4.618 0.161 0.315 0.192 0.619
C -1.541 -0.555 -5.546 -0.065 0.061 -0.189 -0.461
C -0.425 0.083 -5.161 0.066 0.060 -0.135 -1.258
N 0.052 -0.499 -4.005 -0.409 0.143 0.005 0.579
B 1.411 -0.016 -3.414 -0.303 -0.209 0.182 0.376
N 2.100 -1.175 -2.667 0.038 -0.268 0.408 0.383
C 2.544 -2.225 -3.439 0.080 0.038 -0.184 -1.424
C 2.761 -3.277 -2.643 0.019 -0.123 -0.074 -0.309
N 2.449 -2.905 -1.347 -0.222 0.188 -0.311 0.470
C 2.028 -1.594 -1.371 0.546 -0.205 -0.172 -1.209
S 1.788 -0.574 -0.033 -0.541 0.341 0.245 0.397
C 2.373 -3.991 -0.325 0.013 -0.018 0.310 2.010
C 1.437 -5.089 -0.850 0.096 0.085 -0.028 -1.530
C 3.799 -4.515 -0.123 -0.074 0.053 -0.031 -1.831
C 1.825 -3.519 1.014 -0.013 0.092 -0.231 -1.509
N 1.364 1.316 -2.596 0.025 0.336 -0.181 0.561
C 2.547 2.002 -2.435 0.108 0.046 -0.036 -1.189
C 2.270 3.296 -2.204 0.146 0.049 -0.006 -0.893
N 0.886 3.444 -2.223 0.167 -0.308 -0.148 0.933
C 0.345 2.182 -2.384 0.115 0.108 0.213 -1.112
S -1.249 1.718 -2.128 -0.639 -0.210 0.206 0.678
C 0.244 4.786 -2.262 -0.169 0.117 0.063 1.468
C -0.003 5.286 -0.839 -0.095 -0.164 -0.002 -1.391
C 1.197 5.742 -2.996 0.022 -0.086 0.057 -2.000
C -1.079 4.784 -3.030 0.057 -0.127 -0.037 -1.757
C -0.819 -1.491 -3.647 0.193 -0.190 -0.178 -0.416
S -0.696 -2.503 -2.316 -0.149 -0.011 0.317 0.006
H -4.441 -3.080 -6.116 -0.006 -0.028 0.018 0.467
H -3.129 -2.235 -6.936 -0.027 -0.011 -0.002 0.486
H -4.228 -1.351 -5.852 -0.020 0.031 -0.007 0.385
H -2.768 -4.752 -5.263 -0.033 0.000 -0.018 0.478
H -1.412 -4.188 -4.272 0.027 -0.035 0.015 0.225
H -1.448 -3.824 -6.010 -0.021 0.000 -0.006 0.361
H -4.455 -3.582 -3.781 -0.018 0.017 -0.087 0.471
H -4.228 -1.883 -3.342 -0.121 0.197 0.004 0.212
H -3.138 -3.096 -2.707 0.018 -0.008 0.076 0.311
H -2.167 -0.376 -6.399 0.009 0.022 0.043 0.538
H 0.078 0.917 -5.618 0.010 0.000 0.007 0.575
H 2.099 0.240 -4.379 0.058 -0.046 -0.045 -0.236
H 2.655 -2.128 -4.505 -0.019 0.016 0.001 0.568
H 3.095 -4.267 -2.892 -0.014 -0.005 0.009 0.494
H 1.893 -5.682 -1.644 -0.018 -0.014 -0.011 0.388
H 0.525 -4.635 -1.231 -0.048 -0.021 -0.040 0.160
H 1.161 -5.753 -0.030 0.094 -0.048 0.010 0.430
H 4.224 -4.892 -1.054 0.030 -0.016 0.010 0.421
H 3.798 -5.325 0.607 -0.028 -0.031 0.003 0.438
H 4.439 -3.712 0.247 -0.003 -0.022 -0.034 0.298
H 0.775 -3.238 0.934 -0.020 0.045 0.063 0.302
H 2.383 -2.664 1.370 -0.195 -0.144 -0.201 -0.631
H 1.909 -4.337 1.731 -0.005 -0.094 -0.044 0.771
H 3.494 1.496 -2.504 0.019 0.015 -0.004 0.635
H 2.937 4.118 -2.025 0.003 -0.017 -0.028 0.546
H 0.929 5.342 -0.277 0.040 0.002 0.054 0.318
H -0.685 4.609 -0.325 0.012 -0.058 0.052 0.155
H -0.463 6.276 -0.866 0.056 0.026 -0.014 0.527
H 2.047 6.030 -2.377 0.015 0.017 -0.022 0.413
H 0.655 6.647 -3.265 0.010 0.032 0.051 0.441
H 1.573 5.279 -3.909 -0.022 0.044 -0.034 0.422
H -1.842 4.217 -2.511 -0.069 -0.079 0.009 0.172
H -0.951 4.349 -4.022 -0.027 0.006 -0.022 0.371
H -1.424 5.815 -3.136 0.098 0.017 -0.010 0.565
S -8.066 -2.602 2.578 -0.325 -0.017 0.012 -0.352
C -6.455 -2.258 2.439 0.376 0.139 -0.027 0.064
S -5.428 -2.942 1.234 0.055 0.193 0.389 -0.091
C -3.904 -2.228 1.755 -0.409 0.285 0.435 -0.226
C -3.986 -1.366 2.804 -0.708 -0.434 -0.372 0.073
S -2.680 -0.525 3.528 0.636 0.552 0.225 -0.419
S -5.607 -1.165 3.477 0.137 -0.260 -0.354 -0.140
S -2.481 -2.714 0.916 0.404 -0.322 -0.574 -0.445
O 0.544 -0.862 3.123 -0.364 -0.144 -0.527 -0.004
S 1.372 0.051 3.932 0.972 -0.171 0.490 0.900
C 3.088 -0.162 3.361 -0.079 0.203 -0.047 0.718
C 3.966 0.905 3.296 -0.122 0.057 -0.062 -0.281
C 5.248 0.705 2.801 0.066 -0.021 -0.015 -0.715
C 5.635 -0.553 2.365 0.060 0.033 0.038 -0.792
C 4.750 -1.619 2.441 -0.076 -0.014 0.077 -0.306
C 3.478 -1.424 2.951 -0.042 -0.001 0.196 -0.899
C 1.707 -0.868 5.466 -0.233 0.115 -0.006 0.388
C 2.608 -0.389 6.405 0.014 0.065 0.028 -0.435
C 2.901 -1.162 7.517 -0.017 0.077 -0.013 -0.685
C 2.279 -2.392 7.693 0.018 -0.060 -0.034 -0.444
C 1.354 -2.844 6.763 0.069 0.017 0.114 -0.759
C 1.057 -2.075 5.646 -0.137 0.014 -0.219 -0.266
H 3.656 1.892 3.605 -0.112 0.109 0.021 0.423
H 5.938 1.538 2.742 -0.009 -0.005 -0.004 0.415
H 6.631 -0.704 1.968 -0.007 0.007 -0.024 0.405
H 5.042 -2.601 2.093 0.026 0.011 0.040 0.437
H 2.765 -2.235 3.018 0.113 0.080 0.157 0.705
H 3.090 0.572 6.264 0.053 -0.033 -0.034 0.373
H 3.622 -0.807 8.242 -0.018 0.002 0.017 0.387
H 2.526 -3.000 8.554 -0.031 0.001 0.014 0.372
H 0.864 -3.798 6.903 -0.030 0.008 -0.002 0.423
H 0.330 -2.393 4.907 0.006 -0.016 -0.016 0.474
C -0.375 3.698 4.930 -0.162 0.114 0.098 -1.077
N -0.123 3.171 3.608 0.085 -0.129 -0.167 0.564
C 0.957 3.441 2.806 0.143 0.074 -0.099 -0.984
C 0.817 2.653 1.698 0.139 0.204 0.002 -0.302
N -0.332 1.920 1.807 -0.262 -0.334 0.141 1.067
C -0.862 2.243 2.968 -0.031 0.154 0.102 -1.094
H 0.568 3.931 5.420 0.002 -0.061 -0.013 0.328
H -0.906 2.950 5.517 0.028 0.004 0.001 0.358
H -0.981 4.604 4.887 0.021 -0.005 -0.020 0.319
H 1.700 4.164 3.096 0.052 -0.034 -0.040 0.554
H 1.469 2.553 0.845 0.003 0.010 -0.036 0.235
H -1.760 1.805 3.387 0.074 -0.093 -0.002 -0.007
Se -4.617 1.624 -2.677 -0.104 -0.301 -0.030 0.350
N -4.894 3.226 -2.016 0.009 0.330 0.107 -0.881
C -4.602 3.144 -0.725 0.211 -0.578 -0.294 0.771
C -4.644 4.209 0.195 -0.026 0.262 0.531 -0.610
C -4.313 3.929 1.487 -0.314 0.582 -0.433 -0.874
C -3.927 2.619 1.858 0.183 -0.853 0.050 -0.522
N -3.829 1.601 1.044 0.141 0.199 0.293 0.277
C -4.182 1.838 -0.242 -0.332 0.315 -0.642 0.134
N -4.179 0.876 -1.154 0.278 -0.081 0.129 -0.214
H -4.949 5.196 -0.128 0.035 0.004 -0.006 0.471
H -4.348 4.709 2.236 0.025 -0.058 0.066 0.422
H -3.698 2.403 2.897 0.015 -0.022 -0.016 0.763

---

113
Properties=species:S:1:pos:R:3:forces:R:3:mulliken_spin:R:1 method="wB97M-V/def2-TZVPD" fmax_ev_per_a=3.72 homo_ha="-0.1359 / -0.1633" spin_multiplicity=5 charge=-1 e_tot_ha=-3068.56976 lumo_ev="2.46 / 2.44" de_lowest_kcal_mol=0.0
Os 13.952 11.992 13.382 -0.269 0.594 0.504 2.628
C 13.908 13.040 16.527 -0.672 0.351 -0.510 0.030
O 13.859 11.888 15.630 0.183 0.413 1.999 0.055
C 13.926 10.639 16.232 -0.272 -1.389 -0.110 0.097
C 15.163 9.992 16.452 0.070 1.009 0.487 -0.013
C 16.485 10.606 15.974 -1.123 0.942 -0.462 -0.011
C 16.904 10.001 14.645 -0.133 0.235 -1.160 -0.014
C 17.573 8.798 14.645 -0.024 -0.248 -1.414 0.000
C 17.862 8.139 13.436 0.107 0.736 -0.229 -0.001
C 17.460 8.719 12.224 0.448 -0.296 0.381 -0.002
C 16.817 9.954 12.143 0.435 -1.017 0.811 0.007
C 16.415 10.499 10.797 0.480 0.949 -0.201 -0.007
C 15.120 9.944 10.277 -0.520 -0.099 0.963 0.000
C 15.067 8.666 9.739 -0.832 -0.517 -0.121 -0.002
C 13.846 8.057 9.381 -0.460 0.977 0.162 -0.004
C 12.668 8.782 9.610 0.348 -0.200 0.847 -0.009
C 12.699 9.988 10.358 -0.413 -0.325 -1.363 -0.011
C 11.413 10.615 10.793 -0.696 1.047 -0.281 -0.002
C 10.922 10.037 12.072 -0.095 0.445 2.127 -0.004
C 10.052 8.978 12.085 -0.377 -0.954 0.720 -0.005
C 9.590 8.373 13.266 -0.238 0.793 -0.266 0.007
C 9.985 8.959 14.479 -0.002 -1.789 -0.048 -0.006
C 10.912 9.962 14.555 0.264 1.142 -0.802 -0.014
C 11.378 10.454 15.918 -0.191 0.724 -0.149 -0.003
C 12.726 9.926 16.378 0.406 -1.139 0.693 -0.017
C 12.798 8.628 16.980 -0.039 0.608 -0.260 -0.004
C 13.994 8.093 17.466 0.352 0.738 -0.503 -0.002
C 15.179 8.809 17.181 -0.887 -0.548 0.148 -0.008
C 14.018 6.766 18.240 0.024 0.105 -0.969 0.000
C 13.362 7.011 19.596 0.277 -1.233 0.221 0.001
C 13.217 5.699 17.423 0.651 0.618 0.464 -0.001
C 15.478 6.274 18.387 -0.220 0.545 0.885 -0.001
C 11.296 10.591 13.343 -0.061 -0.043 -0.472 0.049
O 11.926 11.767 13.362 0.684 0.339 0.116 0.079
C 8.773 7.066 13.183 1.369 1.016 -0.466 -0.001
C 7.627 7.175 12.153 0.267 -0.698 0.291 0.001
C 8.149 6.858 14.559 0.018 -0.956 0.498 0.000
C 9.873 6.026 12.727 -0.823 -0.246 0.452 -0.001
C 13.916 10.601 10.598 0.674 -0.061 -1.075 0.075
O 13.968 11.883 11.179 0.180 0.284 -2.347 0.050
C 14.012 13.090 10.317 -1.054 0.027 -0.082 0.036
C 13.760 6.673 8.750 0.273 -0.069 0.699 0.001
C 12.822 6.726 7.537 0.650 -0.912 -0.413 0.000
C 13.158 5.620 9.767 0.361 0.578 -1.564 0.000
C 15.184 6.235 8.384 0.144 -0.985 -1.159 0.000
C 16.541 10.594 13.368 0.316 0.027 1.152 0.044
O 15.958 11.797 13.383 -0.279 0.335 -0.058 0.093
C 18.697 6.881 13.362 0.206 -0.631 0.650 -0.004
C 20.019 7.138 12.614 0.408 0.230 0.767 0.001
C 19.055 6.371 14.802 0.241 0.029 -0.523 0.000
C 17.857 5.777 12.622 0.599 0.471 0.658 0.003
H 14.871 13.552 16.442 -0.062 -0.247 -0.051 -0.003
H 13.734 12.703 17.545 0.009 -0.079 0.090 -0.003
H 13.112 13.774 16.221 0.723 -0.896 0.160 -0.006
H 17.212 10.496 16.780 0.267 -0.143 -0.303 -0.002
H 16.321 11.683 15.785 0.168 -0.378 0.275 0.007
H 17.847 8.360 15.581 0.101 -0.180 0.399 -0.001
H 17.729 8.169 11.307 -0.267 0.493 0.337 0.000
H 17.202 10.316 10.042 -0.173 0.010 0.458 -0.001
H 16.327 11.584 10.937 0.028 -0.141 -0.276 0.000
H 15.960 8.061 9.634 0.141 0.502 0.029 -0.001
H 11.709 8.323 9.282 0.634 0.647 0.564 0.000
H 10.609 10.405 10.060 0.550 0.284 0.025 -0.001
H 11.527 11.715 10.929 -0.103 -0.725 -0.239 0.003
H 9.703 8.552 11.158 0.101 -0.022 -0.386 0.000
H 9.696 8.507 15.433 -0.078 0.150 -0.376 -0.001
H 10.625 10.099 16.642 0.236 0.352 -0.146 -0.001
H 11.386 11.571 15.889 0.007 -0.795 0.186 0.002
H 11.893 8.005 17.065 0.286 0.612 -0.060 0.000
H 16.110 8.394 17.557 0.027 0.297 -0.520 0.000
H 12.394 7.469 19.517 -0.575 0.171 -0.318 0.000
H 13.958 7.680 20.186 0.448 0.269 0.449 0.000
H 13.230 6.047 20.130 0.151 0.458 -0.087 0.000
H 12.153 5.861 17.532 -0.310 0.070 -0.100 0.000
H 13.430 4.691 17.783 0.097 -0.009 -0.021 0.000
H 13.499 5.812 16.377 -0.105 -0.259 -0.102 0.002
H 16.113 7.048 18.913 -0.575 -0.994 -0.516 0.000
H 15.919 5.999 17.430 0.018 0.288 -0.122 0.001
H 15.466 5.365 18.985 0.085 -0.073 0.243 0.000
H 7.021 7.997 12.449 -0.617 0.893 0.163 0.000
H 6.965 6.300 12.187 0.289 -0.104 -0.032 0.000
H 7.918 7.337 11.116 0.289 -0.064 0.050 0.000
H 7.615 7.749 14.917 0.294 -0.078 -0.247 0.000
H 8.890 6.566 15.332 -0.363 0.179 -0.471 0.000
H 7.397 6.071 14.523 0.000 -0.284 -0.017 0.000
H 10.237 6.256 11.707 -0.485 -0.123 0.391 0.000
H 9.431 5.012 12.768 0.391 0.226 -0.194 0.000
H 10.784 6.069 13.349 -0.534 -0.009 0.045 0.001
H 13.116 13.722 10.602 1.034 -0.795 -0.335 -0.010
H 13.964 12.808 9.248 -0.102 -0.133 0.585 -0.002
H 14.915 13.709 10.463 -0.266 -0.702 0.399 -0.004
H 11.798 6.893 7.821 -0.355 0.276 0.163 0.000
H 12.814 5.764 6.999 0.155 0.123 0.211 0.000
H 13.137 7.475 6.821 0.021 0.326 -0.118 0.000
H 12.126 5.900 9.928 -0.388 -0.109 0.138 0.000
H 13.654 5.654 10.723 0.358 -0.190 0.276 0.000
H 13.202 4.626 9.266 -0.026 0.490 0.610 0.000
H 15.722 6.900 7.645 -0.639 -0.452 0.935 0.000
H 15.100 5.243 7.883 0.171 0.452 0.274 0.000
H 15.798 6.075 9.288 -0.205 0.180 -0.435 0.000
H 20.649 7.946 13.057 -0.562 -0.589 0.049 0.000
H 19.860 7.445 11.603 -0.279 0.115 -0.788 0.000
H 20.599 6.215 12.599 0.146 -0.039 -0.034 0.000
H 19.534 7.127 15.453 -0.308 -0.090 -0.498 0.000
H 19.796 5.564 14.735 -0.289 -0.083 -0.087 0.000
H 18.161 6.000 15.308 0.050 -0.003 0.034 0.000
H 17.553 6.116 11.622 0.239 -0.255 0.244 0.000
H 16.946 5.661 13.211 -0.061 -0.255 -0.138 -0.001
H 18.417 4.824 12.579 -0.278 0.359 -0.111 0.000
S 13.980 14.191 13.488 -0.042 -0.282 -0.211 0.802
S 14.336 7.133 13.648 -0.179 0.073 -0.179 0.058
C 14.107 8.726 13.480 -0.529 3.014 0.172 0.102
N 13.934 9.915 13.432 0.483 -3.682 -0.122 -0.050